1.
This record from OMol25 describes a structure of composition C42H40CrN2O6P2. The level of theory is wB97M-V/def2-TZVPD.

Summary:
LUMO (alpha / beta)	-0.9019 / -0.9018	eV
orbital gap (alpha / beta)	7.21 / 7.23	eV
multiplicity	5
expectation value of S²	6.100
HOMO energy (alpha / beta)	-8.107 / -8.134	eV

Last column: Löwdin charge in e.
Element x y z (Å)
Cr  1.6617  0.8860  -3.6796  0.720
C  1.2473  -2.2165  1.1425  -0.111
C  2.2160  -2.6908  0.3575  -0.106
C  2.0883  -3.7570  -0.6931  -0.202
C  1.4549  -3.3678  -2.0726  -0.176
C  -0.0631  -3.2559  -2.1659  -0.108
C  -0.9102  -3.1236  -1.1314  -0.108
C  -0.7089  -3.7188  0.2317  -0.192
C  -0.1152  -2.8046  1.3558  -0.172
C  1.8951  2.7747  -4.4117  -0.197
H  1.4759  -1.3874  1.8260  0.107
H  3.2107  -2.1965  0.3838  0.105
H  1.5900  -4.6349  -0.2723  0.094
H  3.1222  -4.0599  -0.9294  0.104
H  1.9355  -2.4216  -2.4124  0.103
H  1.7408  -4.1525  -2.8016  0.102
H  -0.4118  -3.0336  -3.1978  0.094
H  -1.9016  -2.6533  -1.2746  0.103
H  -0.1026  -4.6333  0.1376  0.095
H  -1.7156  -3.9787  0.6035  0.111
H  -0.8289  -1.9893  1.5748  0.090
H  -0.0867  -3.4604  2.2464  0.119
H  1.9642  3.6309  -3.7267  0.002
H  0.7993  2.6338  -4.6418  -0.004
H  2.4549  2.9763  -5.3689  0.014
P  4.7649  -0.1981  -5.8439  0.964
P  2.2881  -0.7722  -6.9284  0.964
C  4.4741  -1.9697  -6.0256  -0.312
C  3.2909  -2.2669  -6.6212  -0.297
C  6.4336  -0.0623  -6.6260  -0.402
C  7.2273  -1.1407  -7.0469  -0.103
C  8.5229  -0.9248  -7.5379  -0.085
C  9.0255  0.3776  -7.6779  -0.082
C  8.2112  1.4620  -7.2929  -0.082
C  6.9364  1.2427  -6.7746  -0.106
C  5.1978  -0.1223  -4.0701  -0.372
C  4.1432  0.3169  -3.2609  -0.135
C  4.3911  0.4258  -1.8820  -0.044
C  5.6559  0.0585  -1.3629  -0.060
C  6.6739  -0.4379  -2.1963  -0.058
C  6.4578  -0.4891  -3.5894  -0.064
C  2.6427  -0.7596  -8.8227  -0.305
C  3.9245  -0.4582  -9.3280  -0.094
C  4.2268  -0.6154  -10.6859  -0.081
C  3.2291  -1.0145  -11.5843  -0.089
C  1.9408  -1.2591  -11.1006  -0.083
C  1.6622  -1.1596  -9.7333  -0.094
C  0.6138  -1.5021  -6.8427  -0.426
C  -0.4375  -0.5860  -7.0448  -0.132
C  -1.7612  -1.0259  -7.1051  -0.078
C  -2.0452  -2.3924  -6.9511  -0.081
C  -1.0133  -3.3006  -6.6903  -0.077
C  0.3117  -2.8479  -6.5874  -0.093
H  5.2392  -2.6695  -5.7022  0.074
H  2.9697  -3.2298  -7.0189  0.078
H  6.8422  -2.1666  -6.9950  0.094
H  9.1520  -1.7838  -7.8174  0.108
H  10.0505  0.5365  -8.0690  0.111
H  8.6021  2.4760  -7.3959  0.104
H  6.3067  2.0882  -6.4847  0.106
H  3.3001  0.7340  -4.0039  0.008
H  3.6382  0.7901  -1.1629  0.096
H  5.8625  0.1498  -0.2881  0.114
H  7.6431  -0.7721  -1.8182  0.108
H  7.2365  -0.7996  -4.2981  0.107
H  4.7145  -0.1216  -8.6525  0.071
H  5.2403  -0.4339  -11.0516  0.106
H  3.4618  -1.1403  -12.6447  0.104
H  1.1539  -1.5419  -11.7965  0.103
H  0.6653  -1.4202  -9.3790  0.095
H  -0.2107  0.4748  -7.1657  0.102
H  -2.5682  -0.3152  -7.2890  0.106
H  -3.0742  -2.7484  -7.0304  0.105
H  -1.2267  -4.3652  -6.5732  0.107
H  1.0931  -3.5604  -6.3336  0.085
O  1.6458  1.3215  0.1148  -0.015
C  0.5708  1.0348  -0.4651  -0.562
O  0.4187  0.6821  -1.6933  -0.120
C  -0.6321  1.1027  0.5661  -0.062
C  -1.8370  0.3676  0.5239  0.072
C  -2.7164  0.3439  1.6490  -0.128
C  -2.4908  1.1000  2.7981  0.085
C  -1.3299  1.8733  2.8253  -0.118
C  -0.4158  1.8626  1.7394  0.087
N  -1.0886  2.6655  4.0040  -0.315
O  -1.9669  2.6550  4.8982  0.056
O  -0.0368  3.3299  4.0879  0.071
N  -3.8209  -0.5967  1.7274  -0.312
O  -3.9195  -1.5056  0.8733  0.053
O  -4.6276  -0.4647  2.6751  0.057
H  -2.1072  -0.2223  -0.3489  0.119
H  -3.1724  1.0794  3.6451  0.132
H  0.4992  2.4382  1.8587  0.126

Forces on the atoms, in the same order (eV/Å):
Cr -1.495 0.231 1.954
C 0.395 -0.193 0.467
C 0.095 1.104 -0.334
C 0.527 -0.445 -0.508
C -0.115 -1.056 0.212
C 0.138 1.516 0.119
C -0.229 -0.140 -0.700
C 0.107 0.480 0.862
C -0.552 -0.437 -0.435
C -0.399 -0.264 -0.780
H 0.072 -0.269 -0.345
H -0.789 -0.193 0.057
H 0.327 0.083 -0.337
H -0.350 -0.108 0.049
H -0.462 -0.410 0.107
H 0.228 0.361 0.247
H 0.130 0.185 0.784
H 0.453 -0.629 -0.263
H -0.664 0.385 0.263
H 0.421 -0.225 -0.187
H 0.217 -0.344 -0.051
H 0.028 0.465 -0.077
H 0.142 -0.387 -0.085
H 0.345 0.517 -0.262
H -0.566 -0.293 0.999
P 1.767 0.384 -0.019
P -0.934 -0.531 -1.361
C -1.235 -0.493 -0.466
C 1.369 0.823 0.521
C 0.330 0.034 -0.072
C 0.115 0.056 0.020
C 0.116 0.141 -0.194
C -0.232 -0.089 0.251
C 0.443 -0.322 -0.167
C 0.090 -0.213 -0.078
C 0.190 -0.141 -0.673
C 0.525 0.332 -0.494
C -0.357 0.216 0.505
C 0.010 -0.351 -0.472
C -0.360 0.243 -0.772
C -0.493 0.051 0.947
C -0.148 -0.053 0.199
C -0.039 -0.066 0.180
C -0.370 -0.023 0.082
C -0.046 0.049 0.387
C 0.339 0.062 -0.009
C -0.067 -0.010 -0.132
C -0.464 0.017 -0.134
C -0.239 -0.463 0.026
C 0.169 -0.340 0.058
C 0.200 0.096 -0.052
C 0.155 0.390 0.144
C -0.521 0.114 -0.366
H -0.189 -0.253 -0.188
H 0.254 0.036 0.397
H 0.247 0.480 0.025
H -0.403 0.460 0.099
H -0.851 -0.052 0.309
H -0.212 -0.258 0.035
H 0.237 -0.199 -0.053
H 2.556 -0.506 1.459
H 0.213 -0.118 -0.479
H -0.341 -0.020 -0.527
H -0.372 0.273 0.140
H -0.333 0.095 0.465
H -0.202 -0.149 -0.212
H -0.317 0.024 0.213
H -0.120 0.074 0.362
H 0.109 -0.022 0.186
H 0.195 0.109 -0.110
H -0.025 -0.217 -0.069
H 0.225 -0.207 0.087
H 0.314 0.123 0.033
H 0.008 0.362 0.065
H -0.182 0.132 -0.162
O -1.254 -0.393 -1.387
C 1.315 0.240 0.982
O -0.088 0.416 0.129
C -0.735 -0.131 0.382
C -0.114 0.006 0.474
C 1.382 0.512 -0.228
C 0.333 0.047 -0.349
C -0.060 -0.903 -1.981
C -0.205 0.070 0.744
N 0.406 1.656 2.378
O 1.690 -0.024 -1.739
O -1.856 -1.314 -0.373
N -2.234 -1.576 0.048
O 0.485 1.856 1.417
O 1.574 -0.247 -1.860
H 0.182 0.009 0.172
H 0.224 -0.064 -0.311
H -0.172 -0.174 -0.189

2.
This record from OMol25 describes an isolated molecule of C8H4N2. The level of theory is wB97M-V/def2-TZVPD.

Summary:
relative energy (zero: lowest compared OMol25 entry of this formula, charge and spin)	3.6	kcal/mol
LUMO	-0.8617	eV
orbital gap	9.33	eV
HOMO energy	-10.190	eV

Last column: Löwdin charge in e.
Element x y z (Å)
C  -1.7437  0.5914  0.7300  -0.173
C  -0.3332  0.2523  0.5691  -0.191
C  0.3579  -0.0890  1.7375  -0.030
C  1.5172  -0.9292  1.6460  -0.042
C  2.0995  -1.1669  0.3471  -0.069
C  1.5147  -0.6740  -0.8195  -0.014
C  0.1498  -0.1740  -0.7121  -0.130
C  -0.4271  0.4578  -1.9482  -0.161
H  -0.1558  0.0022  2.7379  0.138
H  1.9748  -1.4217  2.5743  0.129
H  3.1813  -1.4583  0.3302  0.119
H  1.9774  -0.6143  -1.7523  0.095
N  -2.8125  0.9555  0.9777  0.172
N  -0.8716  1.0276  -2.8618  0.155

Forces on the atoms, in the same order (eV/Å):
C 0.111 1.165 0.223
C -0.786 -1.886 -0.910
C 0.605 -2.372 0.994
C -0.300 0.356 -0.492
C 0.988 1.208 1.160
C -3.162 0.256 2.516
C 1.900 2.127 -0.644
C -0.418 -0.026 0.238
H 0.745 0.290 -1.308
H -0.681 1.111 -1.529
H -1.290 -0.289 -0.108
H 0.761 -0.355 -1.269
N 0.729 -0.513 -0.319
N 0.799 -1.072 1.447

3.
This record from OMol25 describes a cluster of 2 separate species, C3H7ClO3P in total. The level of theory is wB97M-V/def2-TZVPD.

Summary:
relative energy (zero: lowest compared OMol25 entry of this formula, charge and spin)	12.6	kcal/mol
LUMO	3.6940	eV
orbital gap	8.94	eV
HOMO energy	-5.246	eV
charge	-1

Last column: Löwdin charge in e.
Element x y z (Å)
C  -1.1551  -0.8362  1.3583  -0.240
C  1.9226  1.0373  -1.0216  -0.055
C  1.8576  -0.3658  -0.4486  -0.319
O  -1.1113  0.1230  -1.3834  -0.459
O  -3.3179  -0.7800  -0.4323  -0.444
O  2.0828  -0.6116  0.7152  -0.001
P  -1.9797  -0.2020  -0.1952  -0.054
Cl  -2.4387  1.6243  0.5643  0.240
H  -1.8571  -0.5771  2.1060  -0.008
H  -0.2837  -0.4503  1.8128  0.001
H  -0.9721  -1.9325  1.2781  0.050
H  2.1046  1.6724  -0.1624  0.068
H  0.9154  1.2633  -1.2991  0.038
H  2.6837  1.2118  -1.8188  0.083
H  1.5489  -1.1765  -1.0733  0.098

Forces on the atoms, in the same order (eV/Å):
C -0.481 -1.538 -1.292
C 0.706 -0.371 0.700
C 0.431 0.876 0.590
O 0.402 -0.786 1.039
O -0.055 -1.130 0.450
O 0.156 0.127 -0.029
P 0.824 0.354 -1.302
Cl -0.259 1.947 0.864
H -1.326 -0.439 0.757
H 1.443 0.984 -0.607
H -0.501 0.603 0.130
H 0.461 0.275 0.083
H -0.721 0.086 -0.883
H -0.748 -0.344 0.476
H -0.333 -0.645 -0.976

4.
This record from OMol25 describes a structure of composition C23H43GeN4O2PtSSi2. The level of theory is wB97M-V/def2-TZVPD.

Summary:
LUMO (alpha / beta)	-2.1931 / -3.6934	eV
orbital gap (alpha / beta)	8.11 / 7.12	eV
multiplicity	5
expectation value of S²	6.014
HOMO energy (alpha / beta)	-10.305 / -10.810	eV
charge	+1

Last column: Löwdin charge in e.
Element x y z (Å)
Pt  0.3852  0.2599  -0.1322  0.987
C  -5.1891  -1.6120  1.0382  -0.163
Si  -3.4566  -1.0606  1.4372  0.443
C  -3.5120  0.6753  2.0961  -0.174
C  -2.7056  -2.1498  2.7451  -0.153
C  -2.4217  -1.1707  -0.1282  -0.231
C  -1.3862  -2.2099  -0.1311  -0.377
C  -1.7502  -3.5597  -0.1062  -0.032
C  -0.7828  -4.5391  -0.0693  -0.027
C  0.5538  -4.1592  -0.0452  -0.039
C  0.8504  -2.8171  -0.0817  -0.109
N  -0.0893  -1.8572  -0.1437  -0.039
Si  -3.0001  -0.6489  -1.8351  0.422
C  -4.0535  -2.0356  -2.4998  -0.159
C  -4.0130  0.9105  -1.7891  -0.184
C  -1.5173  -0.4520  -2.9447  -0.179
H  -5.7501  -1.7357  1.9672  0.042
H  -5.2273  -2.5582  0.4983  0.031
H  -5.7057  -0.8617  0.4362  0.036
H  -4.1531  0.6763  2.9817  0.044
H  -3.9293  1.3830  1.3812  0.020
H  -2.5289  1.0379  2.3971  0.019
H  -3.2929  -2.0669  3.6618  0.044
H  -1.6833  -1.8255  2.9606  0.020
H  -2.6716  -3.2024  2.4667  0.033
H  -2.8010  -3.8160  -0.1035  0.122
H  -1.0655  -5.5831  -0.0488  0.121
H  1.3530  -4.8837  -0.0089  0.113
H  1.8750  -2.4774  -0.0863  0.083
H  -5.0281  -2.0599  -2.0110  0.031
H  -3.5933  -3.0193  -2.3928  0.031
H  -4.2202  -1.8665  -3.5665  0.043
H  -4.4906  1.0775  -0.8231  0.019
H  -4.7991  0.8388  -2.5431  0.043
H  -3.4025  1.7866  -2.0085  -0.007
H  -0.9898  -1.3991  -3.0761  0.040
H  -0.8046  0.2782  -2.5510  -0.026
H  -1.8311  -0.1080  -3.9326  0.045
O  1.5882  1.9157  -0.8168  -0.309
N  0.9445  2.8430  -1.5451  -0.198
C  1.6974  3.5855  -2.3832  0.000
C  1.1187  4.5698  -3.1337  -0.032
C  -0.2584  4.7835  -3.0195  -0.040
C  -1.0011  4.0015  -2.1703  -0.059
C  -0.3850  2.9972  -1.4135  -0.605
S  -1.2320  1.9566  -0.3275  0.721
H  2.7455  3.3303  -2.3894  0.137
H  1.7343  5.1518  -3.8019  0.118
H  -0.7390  5.5560  -3.6029  0.120
H  -2.0680  4.1317  -2.0654  0.115
C  0.8493  -1.0151  4.5997  -0.044
N  1.0467  0.3422  4.1179  0.040
C  0.9053  0.6981  2.8310  -0.581
N  1.0760  1.9866  2.5034  0.202
O  0.6118  -0.1662  1.9717  -0.148
H  1.7333  -1.3557  5.1370  0.090
H  0.6834  -1.6643  3.7452  0.076
H  -0.0161  -1.0714  5.2587  0.091
H  1.2615  1.0594  4.7914  0.147
H  1.4260  2.6482  3.1738  0.120
H  1.0810  2.2511  1.5263  0.063
C  4.8749  2.1594  0.5924  -0.219
Ge  5.0100  0.4983  -0.4040  0.719
C  5.6588  0.8277  -2.2011  -0.219
C  6.2139  -0.7150  0.5256  -0.222
C  3.2615  -0.3464  -0.4678  -0.144
H  5.8620  2.6115  0.6865  0.024
H  4.4833  1.9817  1.5942  0.014
H  4.2131  2.8597  0.0848  0.003
H  6.6953  1.1616  -2.1502  0.025
H  5.0777  1.6007  -2.7029  0.009
H  5.6220  -0.0778  -2.8050  0.023
H  7.1946  -0.2545  0.6426  0.024
H  6.3352  -1.6399  -0.0362  0.021
H  5.8305  -0.9586  1.5158  0.018
H  2.8203  -0.6098  0.4891  -0.030
H  2.8718  -0.8225  -1.3596  -0.003

Forces on the atoms, in the same order (eV/Å):
Pt 0.318 -0.286 -0.462
C -0.176 0.001 -0.019
Si 0.122 0.072 -0.116
C -0.050 0.136 0.090
C 0.114 -0.055 0.109
C 0.020 -0.340 -0.049
C -0.228 0.147 0.038
C 0.042 -0.159 -0.001
C -0.054 0.044 0.005
C 0.022 0.051 -0.023
C 0.083 0.057 -0.110
N -0.198 0.049 0.105
Si 0.148 0.117 0.132
C -0.107 -0.132 -0.070
C -0.197 0.142 -0.125
C 0.202 -0.008 -0.184
H -0.049 0.011 -0.003
H 0.022 -0.050 0.002
H -0.035 -0.013 -0.028
H -0.007 0.058 0.012
H -0.006 0.054 -0.019
H 0.078 0.010 -0.010
H 0.025 -0.001 0.046
H -0.013 -0.020 0.017
H -0.015 -0.041 0.009
H -0.007 0.009 -0.010
H 0.021 -0.017 -0.003
H 0.017 -0.015 0.006
H 0.040 -0.002 0.042
H -0.033 -0.020 0.011
H 0.036 0.009 -0.009
H -0.041 -0.018 -0.016
H -0.035 -0.008 -0.001
H -0.069 0.052 -0.013
H -0.084 -0.064 -0.022
H 0.015 -0.033 -0.030
H -0.066 -0.045 -0.112
H -0.005 -0.018 -0.047
O -0.024 0.112 -0.090
N 0.221 -0.114 0.116
C -0.086 0.114 -0.015
C 0.045 -0.029 -0.006
C -0.007 0.013 -0.014
C 0.032 0.005 -0.012
C -0.136 -0.013 0.100
S -0.165 0.299 0.201
H 0.010 -0.006 0.003
H -0.013 0.031 -0.010
H -0.008 0.008 -0.014
H -0.024 0.016 0.003
C 0.013 -0.032 0.001
N 0.022 0.089 0.080
C 0.025 -0.026 0.104
N 0.169 0.374 0.007
O -0.018 -0.307 0.319
H -0.011 0.001 -0.002
H 0.019 0.013 0.012
H -0.010 0.005 0.003
H -0.028 -0.053 -0.048
H -0.020 0.021 -0.025
H -0.012 -0.101 0.088
C -0.010 0.162 0.086
Ge -0.228 -0.108 -0.090
C 0.071 0.070 -0.122
C 0.093 -0.078 0.065
C 0.559 -0.141 0.116
H 0.004 0.043 0.026
H -0.006 -0.010 0.031
H -0.024 0.023 -0.004
H 0.012 0.011 -0.054
H -0.022 0.008 -0.019
H 0.004 -0.022 -0.013
H 0.029 0.008 0.008
H 0.007 -0.035 0.002
H -0.001 -0.017 0.027
H -0.205 -0.046 -0.002
H -0.119 0.040 -0.004

| no. | largest force on an atom (eV Å⁻¹) |
| --- | --- |
| 1 | 3.0 |
| 2 | 4.0 |
| 3 | 2.1 |
| 4 | 0.6 |